No. 1
C35H45N10O2PPd | wB97M-V/def2-TZVPD

Results
* frontier orbital gap (spin up / spin down): 5.033 / 6.684 eV
* calculated total energy: -2527.95958 a.u.
* lowest unoccupied orbital energy (spin up / spin down): -0.58 / -1.18 eV
* HOMO (spin up / spin down): -5.6 / -7.9 eV

Geometry as ORCA input:
```
! wB97M-V def2-TZVPD RIJCOSX def2/J DEFGRID3
* xyz 0 3
Pd -0.6019 -0.4555 0.8568
C -2.3393 3.6212 1.4458
C -2.0077 2.4984 0.7101
N -2.0759 1.2787 1.2309
C -2.4671 1.1752 2.5116
C -2.7896 2.3193 3.2378
N -2.7324 3.5341 2.7155
C -2.4706 -0.1792 3.0930
C -3.1862 -0.5152 4.2119
C -3.1004 -1.8312 4.7439
C -2.3111 -2.7329 4.0572
C -1.6490 -2.3718 2.8781
N -1.7220 -1.0855 2.4277
C -0.9157 -3.2698 2.0419
C -0.7530 -4.6454 2.3100
N -0.1422 -5.4781 1.5073
C 0.3443 -4.9547 0.3576
C 0.2389 -3.6156 0.0768
N -0.3630 -2.7469 0.8988
C -3.8264 -2.2124 5.9690
C -3.8997 -3.5355 6.4158
C -4.5924 -3.8348 7.5750
N -5.2211 -2.9304 8.3215
C -5.1590 -1.6716 7.9006
C -4.4879 -1.2684 6.7587
H -2.2862 4.6151 1.0194
H -1.6835 2.5611 -0.3213
H -3.0727 2.2538 4.2813
H -3.8380 0.2199 4.6569
H -2.1951 -3.7408 4.4221
H -1.1405 -5.0720 3.2287
H 0.8303 -5.6396 -0.3241
H 0.6675 -3.2169 -0.8314
H -3.4390 -4.3479 5.8730
H -4.6513 -4.8593 7.9268
H -5.6759 -0.9429 8.5162
H -4.4829 -0.2172 6.5097
C 2.4671 -1.1583 1.1071
O 1.9639 -0.3444 2.1761
C 0.7239 0.1245 2.1934
O 0.3723 0.9253 3.0057
H 3.5214 -0.9084 1.0099
H 1.9472 -0.9289 0.1782
H 2.3628 -2.2107 1.3656
N 0.1731 0.3447 -0.7999
P 1.1421 0.8043 -1.8872
N 0.2906 1.0781 -3.3107
C 0.9866 1.4342 -4.5359
C 0.1014 2.3096 -5.4256
C -1.3365 1.7527 -5.5124
C -1.4007 0.3351 -4.9484
C -0.9769 0.3438 -3.4845
N 2.4657 -0.2068 -2.2197
C 3.7620 0.1565 -2.7632
C 4.0559 -0.5118 -4.1085
C 3.8141 -2.0192 -4.0407
C 2.3967 -2.2916 -3.5410
C 2.2139 -1.6389 -2.1733
N 1.9700 2.2807 -1.7262
C 2.8451 2.3649 -0.5444
C 2.1103 2.9895 0.6394
C 1.7486 4.4521 0.3302
C 1.6891 4.6862 -1.1853
C 1.1217 3.4777 -1.9180
H 1.2946 0.5427 -5.0998
H 1.8976 1.9721 -4.2681
H 0.5561 2.3582 -6.4176
H 0.0777 3.3256 -5.0283
H -1.6926 1.7670 -6.5435
H -2.0161 2.3804 -4.9308
H -0.7508 -0.3245 -5.5290
H -2.4123 -0.0664 -5.0211
H -0.9001 -0.6810 -3.1081
H -1.7510 0.8376 -2.8890
H 4.5449 -0.1476 -2.0506
H 3.8039 1.2392 -2.8662
H 5.0952 -0.3065 -4.3767
H 3.4200 -0.0747 -4.8829
H 4.5288 -2.4692 -3.3432
H 3.9764 -2.4773 -5.0183
H 2.2051 -3.3656 -3.4694
H 1.6699 -1.8646 -4.2394
H 2.9022 -2.1232 -1.4617
H 1.1920 -1.7656 -1.8160
H 3.7277 2.9636 -0.7939
H 3.1914 1.3625 -0.2931
H 2.7088 2.9128 1.5493
H 1.2008 2.4098 0.7931
H 2.4850 5.1280 0.7698
H 0.7839 4.6919 0.7837
H 2.6916 4.8882 -1.5699
H 1.0762 5.5591 -1.4156
H 1.0598 3.6941 -2.9871
H 0.0996 3.2867 -1.5673
*
```

How is the electron density shared among the atoms? According to Mulliken, the charges in e are: atom 1 (Pd): -0.1078, atom 2 (C): -0.5097, atom 3 (C): 0.1172, atom 4 (N): -0.1804, atom 5 (C): 0.4497, atom 6 (C): -0.5563, atom 7 (N): -0.6363, atom 8 (C): -0.3437, atom 9 (C): -0.2113, atom 10 (C): 1.0749, atom 11 (C): -0.3676, atom 12 (C): -1.0758, atom 13 (N): 0.0576, atom 14 (C): 0.1817, atom 15 (C): -0.1716, atom 16 (N): -0.7014, atom 17 (C): -0.6546, atom 18 (C): -0.4270, atom 19 (N): 0.6555, atom 20 (C): 1.0574, atom 21 (C): -0.5625, atom 22 (C): -0.3877, atom 23 (N): -0.6460, atom 24 (C): -0.3929, atom 25 (C): -0.5258, atom 26 (H): 0.4455, atom 27 (H): 0.2403, atom 28 (H): 0.4904, atom 29 (H): 0.4922, atom 30 (H): 0.2554, atom 31 (H): 0.4117, atom 32 (H): 0.4443, atom 33 (H): 0.5699, atom 34 (H): 0.2989, atom 35 (H): 0.3677, atom 36 (H): 0.3672, atom 37 (H): 0.3175, atom 38 (C): -0.4922, atom 39 (O): -0.4023, atom 40 (C): 1.1551, atom 41 (O): -0.5825, atom 42 (H): 0.3461, atom 43 (H): -0.0382, atom 44 (H): 0.4676, atom 45 (N): 0.1745, atom 46 (P): -1.2678, atom 47 (N): 0.8758, atom 48 (C): -0.7022, atom 49 (C): -0.9461, atom 50 (C): -0.6633, atom 51 (C): -1.0139, atom 52 (C): -0.2965, atom 53 (N): 0.9170, atom 54 (C): -0.8793, atom 55 (C): -0.5453, atom 56 (C): -0.9017, atom 57 (C): -0.7037, atom 58 (C): -0.7044, atom 59 (N): 0.4837, atom 60 (C): -1.0004, atom 61 (C): 0.4812, atom 62 (C): -0.8140, atom 63 (C): -1.0805, atom 64 (C): 0.1113, atom 65 (H): 0.1475, atom 66 (H): 0.5228, atom 67 (H): 0.4481, atom 68 (H): 0.2298, atom 69 (H): 0.3973, atom 70 (H): 0.3177, atom 71 (H): 0.2615, atom 72 (H): 0.4648, atom 73 (H): 0.1571, atom 74 (H): 0.2342, atom 75 (H): 0.4456, atom 76 (H): 0.4010, atom 77 (H): 0.4293, atom 78 (H): 0.1632, atom 79 (H): 0.2942, atom 80 (H): 0.4657, atom 81 (H): 0.3499, atom 82 (H): 0.1787, atom 83 (H): 0.4131, atom 84 (H): -0.1411, atom 85 (H): 0.4412, atom 86 (H): 0.3318, atom 87 (H): 0.6189, atom 88 (H): -0.7579, atom 89 (H): 0.2677, atom 90 (H): 0.2946, atom 91 (H): 0.3474, atom 92 (H): 0.4882, atom 93 (H): -0.0645, atom 94 (H): 0.0376

No. 2
C20H72N16O16 | wB97M-V/def2-TZVPD

Results
* frontier orbital gap: 8.476 eV
* calculated total energy: -2885.01079 a.u.
* ΔE to the lowest compared entry with this formula, charge and spin: 1.614 eV
* lowest unoccupied orbital energy: -0.56 eV
* HOMO: -9.0 eV

Geometry as ORCA input:
```
! wB97M-V def2-TZVPD RIJCOSX def2/J DEFGRID3
* xyz 0 1
C -17.8180 4.8560 20.3530
C -16.7860 5.7160 21.0590
O -16.1390 6.6830 20.1870
H -18.3800 4.1860 21.0050
H -17.4540 4.2470 19.6300
H -18.5050 5.4880 19.7080
H -16.1360 5.0100 21.5750
H -17.3150 6.2780 21.8230
H -15.4830 7.1900 20.6720
C -19.3160 3.5120 14.7220
C -20.0800 4.7410 14.2650
O -21.1140 4.9740 15.1540
H -18.4730 3.3290 14.0570
H -19.9670 2.7060 14.5420
H -18.9070 3.5610 15.7150
H -20.5690 4.5820 13.3080
H -19.4720 5.6450 14.2210
H -20.6380 5.4440 15.7740
C -14.6860 11.2190 19.8320
C -14.9220 9.8410 19.2480
O -16.2710 9.8510 18.8030
H -13.7150 11.3180 20.3600
H -15.5170 11.3880 20.5540
H -14.5990 11.9800 19.0940
H -14.8260 9.1110 20.0790
H -14.3220 9.5050 18.4230
H -16.3080 9.4260 17.9160
C -17.8390 6.7400 12.0300
C -17.2240 6.5800 13.4420
O -15.9270 7.1060 13.3730
H -17.1690 6.4280 11.2320
H -18.2260 7.7020 11.7950
H -18.6740 6.0900 12.0840
H -17.1630 5.5000 13.6030
H -17.7630 7.0280 14.2550
H -15.6830 7.4710 14.2020
C -18.7380 12.1640 18.1050
O -17.4670 12.4500 18.4360
N -19.2870 12.5570 17.0220
N -19.5820 11.5820 18.8940
H -18.5820 12.7980 16.3310
H -20.2120 12.2420 16.6950
H -19.1470 11.0820 19.6840
H -20.5600 11.2910 18.5300
C -19.3390 7.9540 17.4560
O -19.4340 6.9960 16.4210
N -19.8780 7.7400 18.6470
N -18.7000 9.0940 17.3720
H -20.1910 6.7230 18.6960
H -19.4830 8.1430 19.5550
H -18.4830 9.3590 16.3990
H -18.7850 9.8280 18.0870
C -24.0410 5.3760 20.7700
O -25.1210 4.6240 21.2230
N -23.2710 6.0530 21.5950
N -23.6130 5.4240 19.5510
H -23.7990 6.2540 22.4460
H -22.6640 6.8070 21.2070
H -24.0310 4.9210 18.7970
H -22.8900 6.0990 19.2590
C -21.7370 10.8320 16.5200
O -21.3500 9.7110 15.8540
N -21.9570 10.8370 17.7860
N -21.8340 12.0130 15.9340
H -21.9090 9.8700 18.1610
H -22.8710 11.1990 18.1010
H -21.4960 12.1640 14.9250
H -22.0550 12.8800 16.4310
C -16.1640 5.2190 17.0770
O -16.5780 4.5270 15.9690
N -14.9640 5.1410 17.5890
N -16.8320 6.1380 17.6360
H -14.4550 4.2900 17.2780
H -14.7630 5.3170 18.6000
H -17.7990 6.1690 17.3490
H -16.6620 6.4780 18.6180
C -18.9340 9.5050 21.3260
O -20.0340 9.8490 22.1000
N -18.1450 10.3570 20.7900
N -18.7280 8.3010 20.8810
H -18.2390 11.3080 21.2320
H -17.4330 10.1630 20.0380
H -19.1390 7.5310 21.3920
H -17.9760 7.9500 20.3200
C -14.5910 8.2980 16.0080
O -14.1770 9.2970 15.2070
N -13.8070 7.3630 16.4790
N -15.8000 8.3440 16.4590
H -12.8530 7.3620 15.9690
H -14.2670 6.5160 16.8480
H -16.4790 8.9720 16.0320
H -16.1300 7.6260 17.0710
C -23.0670 8.7090 20.0610
O -24.4110 8.9250 20.0040
N -22.3360 8.3820 19.0180
N -22.3470 8.7750 21.1740
H -22.8760 8.2100 18.1730
H -21.2910 8.2950 19.0080
H -22.9220 8.8260 22.0090
H -21.3100 8.7670 21.3600
C -18.5730 9.7860 14.1610
O -17.4570 9.9550 14.9390
H -18.3240 9.7500 13.0930
H -19.2380 10.6530 14.3170
H -19.1640 8.8650 14.2800
H -16.7310 10.4280 14.5070
C -20.5530 6.9740 23.3120
O -20.2700 6.6040 21.9780
H -19.6070 7.0360 23.8320
H -21.2560 6.3220 23.7810
H -21.0720 7.8840 23.4200
H -20.5090 5.6700 21.9490
C -20.0670 4.3100 18.0090
O -20.7760 5.2250 18.7230
H -19.6980 3.5200 18.7650
H -19.1630 4.8510 17.5640
H -20.6150 3.7380 17.2880
H -21.2020 4.7630 19.4610
C -22.9770 6.8130 16.4910
O -23.8550 7.8400 16.9010
H -22.6400 7.0580 15.4610
H -23.4960 5.8250 16.5080
H -22.1760 6.7060 17.1710
H -24.6990 7.6160 16.5570
*
```

Mulliken population analysis, charges in e, atoms 1 to 99: atom 1 (C): -1.1633, atom 2 (C): -0.9075, atom 3 (O): -0.6214, atom 4 (H): 0.5264, atom 5 (H): 0.7575, atom 6 (H): 0.2236, atom 7 (H): 0.5336, atom 8 (H): 0.2811, atom 9 (H): 0.2092, atom 10 (C): -1.2284, atom 11 (C): 1.2298, atom 12 (O): -0.5854, atom 13 (H): 0.4110, atom 14 (H): 0.3990, atom 15 (H): 0.1286, atom 16 (H): 0.5039, atom 17 (H): -0.8482, atom 18 (H): -0.6563, atom 19 (C): -1.3331, atom 20 (C): -0.0583, atom 21 (O): 0.0916, atom 22 (H): 0.4192, atom 23 (H): 0.1897, atom 24 (H): 0.3385, atom 25 (H): -0.0974, atom 26 (H): 0.5183, atom 27 (H): -0.1232, atom 28 (C): -1.3030, atom 29 (C): 0.9565, atom 30 (O): -0.6763, atom 31 (H): 0.3864, atom 32 (H): 0.2735, atom 33 (H): 0.2988, atom 34 (H): 0.3974, atom 35 (H): -0.7270, atom 36 (H): 0.2816, atom 37 (C): 0.6071, atom 38 (O): -0.7168, atom 39 (N): -0.2601, atom 40 (N): -0.4156, atom 41 (H): 0.2722, atom 42 (H): 0.4116, atom 43 (H): -0.2249, atom 44 (H): 0.5136, atom 45 (C): -0.2246, atom 46 (O): 0.9909, atom 47 (N): 0.9220, atom 48 (N): 2.8618, atom 49 (H): -1.0323, atom 50 (H): -0.6138, atom 51 (H): -0.5353, atom 52 (H): -1.4849, atom 53 (C): 0.3961, atom 54 (O): -0.7824, atom 55 (N): 0.0127, atom 56 (N): 0.1711, atom 57 (H): 0.2956, atom 58 (H): -0.1268, atom 59 (H): 0.1673, atom 60 (H): -0.2679, atom 61 (C): 0.0100, atom 62 (O): -0.4699, atom 63 (N): -0.3250, atom 64 (N): -0.4512, atom 65 (H): 0.4306, atom 66 (H): 0.3275, atom 67 (H): 0.3295, atom 68 (H): 0.2660, atom 69 (C): -0.2140, atom 70 (O): -0.6996, atom 71 (N): -0.3399, atom 72 (N): 2.5171, atom 73 (H): 0.3505, atom 74 (H): 0.1834, atom 75 (H): -1.8401, atom 76 (H): -0.4339, atom 77 (C): 0.1893, atom 78 (O): -0.7630, atom 79 (N): 0.0617, atom 80 (N): 0.2219, atom 81 (H): 0.3989, atom 82 (H): 0.0437, atom 83 (H): 0.2269, atom 84 (H): 0.0551, atom 85 (C): 0.0441, atom 86 (O): -0.8192, atom 87 (N): -0.2146, atom 88 (N): 1.2313, atom 89 (H): 0.3114, atom 90 (H): 0.3933, atom 91 (H): -0.5776, atom 92 (H): 0.0101, atom 93 (C): 0.1705, atom 94 (O): -0.8179, atom 95 (N): 1.1439, atom 96 (N): 0.0987, atom 97 (H): 0.3156, atom 98 (H): -0.2848, atom 99 (H): 0.2490

No. 3
C3H8BrP | wB97M-V/def2-TZVPD

Results
* frontier orbital gap: 9.747 eV
* calculated total energy: -3034.38941 a.u.
* ΔE to the lowest compared entry with this formula, charge and spin: 2.553 eV
* lowest unoccupied orbital energy: 0.57 eV
* HOMO: -9.2 eV

Geometry as ORCA input:
```
! wB97M-V def2-TZVPD RIJCOSX def2/J DEFGRID3
* xyz 0 1
C 1.2931 -0.2244 -0.7600
C -0.1355 -0.4107 1.4392
C 0.0541 0.2041 0.0136
P -1.4417 -0.2648 -1.0732
Br -2.9878 0.9832 -0.1096
H 1.5977 -1.2320 -0.7513
H 0.9700 0.0077 -1.8951
H 2.0891 0.3325 -0.3828
H -1.0717 -0.1845 1.8952
H 0.5350 -0.0216 2.0731
H 0.2289 -1.5283 1.3785
H -0.0375 1.7379 0.2453
H -1.0937 0.6010 -2.0728
*
```

How is the electron density shared among the atoms? According to Mulliken, the charges in e are: atom 1 (C): -1.1985, atom 2 (C): -1.2769, atom 3 (C): 0.2398, atom 4 (P): 0.0432, atom 5 (Br): -0.1979, atom 6 (H): 0.3631, atom 7 (H): 0.2626, atom 8 (H): 0.3727, atom 9 (H): 0.3880, atom 10 (H): 0.4293, atom 11 (H): 0.2807, atom 12 (H): 0.2519, atom 13 (H): 0.0420